Record 1
Here is a molecular structure, Cl2F2H2N3O2PS2 at a distorted geometry from the OMol25 dataset. Energies are from ωB97M-V/def2-TZVPD.

Each line ends with the natural charge from an NBO analysis.
Geometry (Å):
N: 1.34 -0.89 0.01  -1.24
N: -0.96 0.28 -0.58  -0.63
N: 0.33 0.83 1.56  -1.06
O: 1.75 -1.06 2.58  -0.67
O: -1.88 0.21 -1.67  -0.49
F: -0.56 -1.32 1.44  -0.45
F: 0.87 2.19 -0.54  -0.40
P: 0.27 -0.79 -1.24  1.67
S: 0.98 -0.78 1.47  2.46
S: -0.34 1.66 0.35  1.69
Cl: 1.21 0.15 -2.72  0.00
Cl: -0.60 -2.36 -1.68  0.07
H: -2.64 0.79 -1.51  0.53
H: 0.24 1.10 2.53  0.50

Properties
Total charge: +2
E in a.u.: -2572.9430

=====

Record 2
Here is 2 unconnected molecules or ions with the total composition C4H8O2 at a distorted geometry from the OMol25 dataset. Energies are from ωB97M-V/def2-TZVPD.

Each line ends with the natural charge from an NBO analysis.
Geometry (Å):
C: 1.95 1.68 -0.77  -0.41
C: 0.89 1.01 -1.23  -0.21
C: -0.03 0.22 -0.46  -0.33
C: -1.14 -0.27 -1.05  0.19
O: -2.30 -0.40 -0.36  -0.70
H: 2.71 2.01 -1.48  0.19
H: 2.15 1.97 0.25  0.20
H: 0.73 1.07 -2.30  0.19
H: 0.30 -0.28 0.45  0.23
H: -1.19 -0.26 -2.14  0.15
H: -3.12 -0.21 -0.81  0.50
O: 0.05 -2.08 3.18  -0.93
H: -0.74 -2.21 2.65  0.47
H: -0.27 -2.24 4.07  0.47

Properties
Total charge: 0
Structure (SMILES): C=C/C=C/O.O
E in a.u.: -307.5955

=====

Record 3
Here is 2 unconnected molecules or ions with the total composition C3H12N2 at a distorted geometry from the OMol25 dataset. Energies are from ωB97M-V/def2-TZVPD.

Each line ends with the natural charge from an NBO analysis.
Geometry (Å):
C: -3.25 -3.27 -1.09  -0.43
N: -2.96 -1.98 -0.41  -0.63
C: -4.11 -1.06 -0.30  -0.42
H: -3.86 -3.10 -2.00  0.20
H: -2.29 -3.63 -1.47  0.20
H: -3.52 -3.93 -0.27  0.19
H: -2.69 -2.21 0.54  0.34
H: -4.19 -0.71 0.74  0.19
H: -4.99 -1.59 -0.65  0.18
H: -3.92 -0.15 -0.89  0.19
C: 5.61 3.47 0.83  -0.42
N: 4.47 2.53 0.86  -0.83
H: 6.43 2.89 0.39  0.19
H: 5.91 3.67 1.86  0.19
H: 5.51 4.37 0.22  0.17
H: 3.63 2.73 1.40  0.35
H: 4.13 2.80 -0.08  0.34

Properties
Total charge: 0
Structure (SMILES): CNC.CN
E in a.u.: -230.9385

=====

Record 4
Here is 2 unconnected molecules or ions with the total composition C3H12N2S at a distorted geometry from the OMol25 dataset. Energies are from ωB97M-V/def2-TZVPD.

Each line ends with the natural charge from an NBO analysis.
Geometry (Å):
C: -3.74 -1.19 -1.01  -0.74
S: -2.12 -0.38 -1.20  0.17
C: -1.10 -1.88 -1.09  -0.74
H: -3.63 -2.18 -0.57  0.21
H: -4.18 -1.39 -1.99  0.21
H: -4.38 -0.56 -0.40  0.23
H: -1.08 -2.37 -2.07  0.22
H: -0.09 -1.55 -0.81  0.22
H: -1.42 -2.51 -0.28  0.21
N: 1.38 1.19 0.45  -0.84
C: 2.34 1.42 1.52  -0.04
N: 3.24 2.49 1.10  -0.85
H: 0.77 0.44 0.72  0.36
H: 1.79 1.08 -0.46  0.35
H: 1.78 1.81 2.37  0.18
H: 2.92 0.52 1.74  0.13
H: 3.92 2.78 1.78  0.37
H: 3.62 2.28 0.19  0.35

Properties
Total charge: 0
Structure (SMILES): CSC.NCN
E in a.u.: -629.1598

=====

Record 5
Here is a molecular structure, C29H27GeN5OSScSe2 at a distorted geometry from the OMol25 dataset. Energies are from ωB97M-V/def2-TZVPD.

Each line ends with the Löwdin spin population.
Geometry (Å):
Sc: 0.40 -0.88 0.96  0.21
Se: 1.72 0.59 3.93  0.00
Se: 0.05 1.59 2.62  0.00
C: -1.40 0.42 3.09  0.00
C: -2.26 0.70 4.14  0.00
C: -3.24 -0.24 4.43  0.00
C: -3.31 -1.40 3.68  0.00
C: -2.42 -1.58 2.64  0.00
N: -1.49 -0.67 2.33  0.02
C: 2.94 0.24 2.49  0.00
C: 4.29 0.31 2.79  0.00
C: 5.21 0.14 1.78  0.00
C: 4.76 -0.06 0.48  0.00
C: 3.40 -0.14 0.26  0.00
N: 2.50 -0.02 1.25  0.00
H: -2.15 1.61 4.71  0.00
H: -3.92 -0.07 5.25  0.00
H: -4.05 -2.16 3.90  0.00
H: -2.45 -2.48 2.03  0.00
H: 4.61 0.51 3.81  0.00
H: 6.27 0.20 1.99  0.00
H: 5.44 -0.15 -0.35  0.00
H: 3.00 -0.32 -0.73  0.00
C: -3.50 -1.01 -0.53  0.05
Ge: -1.73 -0.27 -0.87  0.35
C: -1.25 -0.57 -2.73  0.07
C: 0.03 -0.79 -3.24  0.01
C: 0.25 -0.92 -4.60  0.00
C: -0.82 -0.83 -5.49  0.01
C: -2.10 -0.62 -5.00  0.00
C: -2.32 -0.51 -3.64  0.02
C: -1.64 1.59 -0.33  0.08
C: -2.77 2.15 0.23  0.04
C: -2.84 3.54 0.51  0.00
C: -1.75 4.33 0.26  0.03
C: -0.55 3.79 -0.27  0.00
C: 0.59 4.60 -0.49  0.00
C: 1.75 4.06 -0.97  0.00
C: 1.82 2.68 -1.24  0.01
C: 0.73 1.88 -1.05  0.00
C: -0.49 2.40 -0.56  0.01
H: -4.20 -0.48 -1.16  0.01
H: -3.81 -0.89 0.51  0.00
H: -3.53 -2.07 -0.79  0.00
H: 0.88 -0.88 -2.57  0.00
H: 1.25 -1.08 -4.98  0.00
H: -0.65 -0.92 -6.55  0.00
H: -2.93 -0.55 -5.69  0.00
H: -3.33 -0.35 -3.29  0.00
H: -3.64 1.54 0.44  0.00
H: -3.75 3.96 0.91  0.00
H: -1.79 5.39 0.47  0.00
H: 0.52 5.66 -0.28  0.00
H: 2.61 4.69 -1.14  0.00
H: 2.74 2.26 -1.63  0.00
H: 0.79 0.82 -1.31  0.01
S: 2.77 -3.96 3.31  0.00
C: 1.61 -3.03 2.76  0.00
N: 0.75 -2.33 2.32  0.00
N: 2.60 -3.87 -0.60  0.00
C: 1.46 -3.27 -0.93  0.00
N: 0.60 -3.85 -1.76  0.00
O: 1.20 -2.12 -0.44  0.03
H: 2.83 -4.80 -0.93  0.00
H: 3.16 -3.47 0.13  0.00
H: 0.78 -4.74 -2.19  0.00
H: -0.20 -3.31 -2.08  0.00

Properties
Total charge: +2
E in a.u.: -9508.6795
Spin multiplicity: 2

=====

Record 6
Here is 2 unconnected molecules or ions with the total composition C3H11NOS2 at a distorted geometry from the OMol25 dataset. Energies are from ωB97M-V/def2-TZVPD.

Each line ends with the natural charge from an NBO analysis.
Geometry (Å):
C: 0.94 0.28 -1.69  -0.64
C: 0.11 -0.70 -0.84  -0.06
N: 0.37 -2.07 -1.32  -0.87
C: -1.39 -0.57 -1.06  -0.56
S: -1.88 1.12 -0.85  0.09
S: -2.01 1.45 1.27  -0.12
H: 0.66 0.17 -2.78  0.20
H: 2.07 0.33 -1.51  0.23
H: 0.62 1.24 -1.27  0.23
H: 0.38 -0.64 0.23  0.20
H: 0.54 -2.32 -2.32  0.37
H: -0.33 -2.77 -1.09  0.35
H: -1.80 -1.20 -0.26  0.22
H: -1.71 -0.93 -1.98  0.24
H: -2.17 0.17 1.26  0.11
O: 6.23 -1.38 3.39  -0.92
H: 6.47 -2.09 2.73  0.46
H: 6.95 -1.58 3.98  0.46

Properties
Total charge: 0
Structure (SMILES): C[C@H](N)CSS.O
E in a.u.: -1047.2120